Entry from OMol25: a single C4H6FNS molecule at a distorted geometry (ωB97M-V/def2-TZVPD).

```
13
Properties=species:S:1:pos:R:3:forces:R:3
H -0.349 1.327 -0.431 0.258 -0.666 0.208
C -1.019 -1.272 -0.056 1.232 1.946 -0.248
H 2.471 0.820 0.764 -0.053 0.102 -0.061
H 1.397 -1.093 1.829 0.508 0.285 0.531
C 1.251 -1.498 0.844 -0.543 0.043 0.067
S -2.261 -0.526 -0.777 -0.531 0.104 -0.173
C 0.446 0.710 0.006 -0.349 -1.048 -0.079
N 0.214 -0.689 0.198 -0.839 -0.438 -0.178
H -1.129 -2.282 0.260 0.373 -0.798 0.297
H 2.197 -1.543 0.295 -0.265 0.170 -0.060
F 1.730 2.577 0.067 0.316 0.793 0.033
H 0.882 -2.510 1.016 -0.034 0.075 -0.353
C 1.594 1.280 0.324 -0.073 -0.567 0.015
```
Positions in Å, forces in eV/Å.

Computed properties:
HOMO level, eV: -8.527
Electronic energy, Ha: -708.77764
Energy above the lowest of the compared OMol25 structures with the same formula, charge and spin, kJ/mol: 116.31
SMILES: CN(C=S)/C=C/F
Lowest unoccupied orbital energy, Eh: 0.0138

Atomic partial charges in e from the natural (NBO) method, atoms 1 to 2: 0.26 -0.08



Entry from OMol25: 11 unconnected molecules or ions with the total composition C16H55NO11 at a distorted geometry (ωB97M-V/def2-TZVPD).

```
83
Properties=species:S:1:pos:R:3:forces:R:3
C -3.183 -2.086 0.947 0.221 -1.083 -0.538
C 3.901 -3.126 0.439 0.020 0.352 -0.633
H -1.254 -0.553 4.109 -0.490 -0.553 -0.256
H -0.910 -0.136 -4.213 0.163 0.307 0.297
C -0.899 -0.058 -1.376 0.959 2.594 -0.826
H -1.347 5.372 -3.111 0.048 0.125 -0.251
H -1.963 0.085 -5.278 -0.457 0.039 -0.273
O -4.838 -3.593 1.785 0.040 0.079 -0.050
H -5.421 -4.328 1.580 -0.039 -0.017 -0.032
H -3.830 0.384 -7.110 0.018 0.017 0.086
H -4.918 2.246 -1.493 -0.795 0.206 -0.531
H 0.260 -0.941 0.256 0.355 0.146 0.203
H 3.829 2.400 1.040 -0.594 -0.157 0.588
H 4.985 0.523 -0.999 -0.150 -0.254 0.255
H 0.041 5.280 0.825 -0.295 -0.154 -0.774
H -4.578 1.628 -0.153 -0.569 -0.565 0.838
H 3.952 3.004 -1.474 -0.144 -0.014 -0.114
H -4.425 -3.491 -0.245 -0.101 0.513 -0.200
N 3.400 -2.996 4.282 2.353 -0.021 -0.494
C 2.514 -3.502 0.096 -1.670 -0.122 0.088
C -3.896 -3.437 0.707 -0.787 0.509 0.448
H 0.191 4.181 2.091 0.008 -0.508 0.103
H -1.473 2.626 1.446 0.399 -0.506 -0.288
H 5.471 2.093 -0.354 0.412 -0.230 -0.034
H -0.494 -2.077 3.442 -0.342 -0.118 0.125
H 4.419 -3.016 -0.513 0.577 -0.311 0.023
H 1.940 -2.664 -0.302 0.419 0.106 -0.813
H 1.464 -1.310 6.421 -0.462 -0.168 -0.349
C 0.413 -0.161 -0.490 -1.937 -0.120 -1.689
H -2.670 2.768 -0.619 -1.269 -0.181 0.310
H -0.667 -0.621 2.458 0.544 0.300 -0.172
O -3.592 0.526 -6.191 0.682 -0.712 0.320
C 4.618 1.438 -0.534 0.023 0.253 -0.112
O -4.183 2.072 -0.904 1.284 0.195 -0.202
C -0.486 -0.987 3.468 0.060 0.353 1.118
O -0.736 1.108 -2.279 0.771 -1.042 -0.262
H 3.197 0.880 -2.874 0.057 0.363 0.221
O 4.511 -4.089 1.318 -0.027 0.961 -0.381
H 4.957 -4.715 0.743 0.061 -0.106 0.134
H -1.230 1.863 -1.951 -0.031 0.129 0.577
H 1.878 -3.676 0.963 0.351 -0.663 0.407
O -1.811 3.192 -0.553 2.606 0.591 0.503
H 3.412 -3.893 4.747 0.284 -0.195 -0.375
O -1.694 5.298 -2.222 0.039 0.688 -0.432
O 2.455 0.585 -3.402 0.078 -0.548 -0.562
H -1.847 0.201 -0.904 0.066 -0.986 0.575
H -5.169 1.640 -5.624 -0.225 0.266 0.180
C 2.213 -2.344 4.599 -2.575 0.625 -0.120
H -3.281 -4.336 0.689 0.793 0.290 0.202
H 1.135 -0.457 -1.251 0.470 -0.187 0.478
H -2.330 -2.026 0.270 0.290 -0.065 0.133
H -1.372 4.454 -1.907 -0.188 -0.538 0.577
H -3.484 3.431 -4.544 -0.135 0.085 -0.312
H 0.715 3.623 0.475 0.280 0.294 0.031
H -2.854 -2.054 1.985 0.100 0.053 -0.041
C -1.427 3.502 0.798 -0.282 0.776 0.462
H -0.944 -0.849 -2.125 -0.344 -0.569 0.721
H 2.888 0.874 0.736 0.149 0.101 -0.249
O 3.759 2.064 -1.441 -0.334 0.621 -1.327
H 1.424 -3.007 4.243 -0.956 -0.215 0.652
H 4.538 0.826 1.439 -0.266 -0.045 0.550
C -4.096 1.771 -5.765 -0.961 0.456 -1.267
H -2.222 4.107 1.234 0.011 0.483 -0.076
H 3.859 -2.091 0.778 0.566 -0.172 1.117
H 3.460 -3.085 3.278 0.404 -0.628 -0.035
C 2.096 -2.148 6.127 -0.016 0.850 0.081
H -3.972 2.468 -6.594 0.007 0.265 -0.100
H -3.757 -1.187 0.722 -0.499 -0.306 0.112
C 1.890 -1.114 3.677 0.386 0.568 2.192
C 3.869 1.348 0.755 1.078 -0.280 0.691
H 1.702 0.653 -2.816 -0.382 0.291 0.054
H -4.032 2.089 -3.636 -0.033 -0.290 -0.032
H 2.606 -0.311 3.855 0.523 -0.139 -0.428
H 2.499 -4.357 -0.580 -0.345 0.008 0.053
C -0.024 4.210 1.022 -1.390 -0.899 -0.300
O -1.176 -0.425 -5.086 0.443 -0.418 -0.051
H 3.032 -1.884 6.618 0.505 -0.137 -0.497
H 0.679 0.827 -0.115 -0.166 -0.198 0.307
C -3.481 2.341 -4.542 0.438 0.352 1.594
H 1.806 -1.362 2.619 0.276 -0.255 -0.097
H -2.448 2.072 -4.320 0.106 -0.273 -0.444
H 1.748 -3.031 6.663 -0.179 -0.167 -0.304
O 0.686 -0.529 4.144 -0.289 -0.095 -1.081
```
Positions in Å, forces in eV/Å.

Computed properties:
HOMO level (spin up / spin down), eV: 0.117 / -7.106
Total charge: -1
Multiplicity: 2
⟨S²⟩: 0.750
Electronic energy, Ha: -1524.82085
Lowest unoccupied orbital energy (spin up / spin down), Eh: 0.0777 / 0.0776

Atomic partial charges in e from the Löwdin method, atoms 1 to 2: -0.10 -0.33



Entry from OMol25: a gas-phase ion, C12H15N2S (charge +1) at a distorted geometry (ωB97M-V/def2-TZVPD).

```
30
Properties=species:S:1:pos:R:3:forces:R:3
C 1.065 -1.614 0.424 3.644 -0.821 -0.730
C 0.997 2.017 -0.029 -0.355 -1.503 -0.419
H 1.884 -0.810 -2.051 0.302 -0.468 -0.092
H 2.844 0.642 -1.804 -0.320 -0.878 1.082
C 2.533 -0.334 -1.319 0.540 0.133 0.293
H -2.075 0.005 -2.256 0.719 0.305 -0.314
C 1.806 -0.281 0.042 -0.486 0.681 2.237
H 3.411 -1.014 1.261 0.588 -0.409 0.241
H -3.036 2.460 1.286 0.165 0.447 0.043
H 3.588 0.653 0.705 1.659 0.852 -0.444
C -4.491 1.006 0.653 0.396 1.779 0.145
S 2.486 2.870 0.092 0.758 -0.041 0.386
H 2.626 0.349 2.077 -0.527 -0.011 0.696
C -3.302 1.732 0.548 -0.138 -1.609 -0.617
C 2.961 -0.052 1.145 -2.475 -0.413 -1.491
H -5.307 1.321 1.316 0.745 -0.229 0.115
H 1.120 -1.844 1.518 -0.018 0.329 -0.967
H -4.118 -0.893 -2.201 -0.555 0.122 1.655
N -0.223 2.613 -0.400 -0.112 1.909 -0.406
H 3.462 -0.910 -1.029 -0.955 0.345 -1.187
C -2.394 1.369 -0.513 -0.918 -0.990 0.381
H 2.162 4.042 -0.443 -0.563 0.214 -0.156
N 0.736 0.768 0.024 2.621 -1.135 0.148
H 0.065 -1.697 0.090 -0.929 0.080 -0.551
C -4.782 0.038 -0.279 0.299 0.625 0.281
C -1.138 1.880 -0.494 -0.654 1.729 0.230
H -5.733 -0.371 -0.189 -1.450 -1.090 -0.214
H 1.753 -2.363 -0.157 -1.615 0.626 1.329
C -3.921 -0.265 -1.286 1.421 -0.901 -3.476
C -2.685 0.355 -1.458 -1.784 0.325 1.801
```
Positions in Å, forces in eV/Å.

Computed properties:
HOMO level, eV: -13.032
Total charge: +1
Electronic energy, Ha: -973.58297
Energy above the lowest of the compared OMol25 structures with the same formula, charge and spin, kJ/mol: 200.45
SMILES: CC(C)(C)/N=C(\S)[N+]#Cc1ccccc1
Lowest unoccupied orbital energy, Eh: -0.1912

Atomic partial charges in e from the natural (NBO) method, atoms 1 to 2: -0.61 0.21



What did the first record say?
Entry from OMol25: a single C4H6FNS molecule at a distorted geometry (ωB97M-V/def2-TZVPD).

```
13
Properties=species:S:1:pos:R:3:forces:R:3
H -0.349 1.327 -0.431 0.258 -0.666 0.208
C -1.019 -1.272 -0.056 1.232 1.946 -0.248
H 2.471 0.820 0.764 -0.053 0.102 -0.061
H 1.397 -1.093 1.829 0.508 0.285 0.531
C 1.251 -1.498 0.844 -0.543 0.043 0.067
S -2.261 -0.526 -0.777 -0.531 0.104 -0.173
C 0.446 0.710 0.006 -0.349 -1.048 -0.079
N 0.214 -0.689 0.198 -0.839 -0.438 -0.178
H -1.129 -2.282 0.260 0.373 -0.798 0.297
H 2.197 -1.543 0.295 -0.265 0.170 -0.060
F 1.730 2.577 0.067 0.316 0.793 0.033
H 0.882 -2.510 1.016 -0.034 0.075 -0.353
C 1.594 1.280 0.324 -0.073 -0.567 0.015
```
Positions in Å, forces in eV/Å.

Computed properties:
HOMO level, eV: -8.527
Electronic energy, Ha: -708.77764
Energy above the lowest of the compared OMol25 structures with the same formula, charge and spin, kJ/mol: 116.31
SMILES: CN(C=S)/C=C/F
Lowest unoccupied orbital energy, Eh: 0.0138

Atomic partial charges in e from the natural (NBO) method, atoms 1 to 2: 0.26 -0.08



Question: Which of these has the highest electronic energy?
Answer: C4H6FNS